(1)
Entry from the OMol25 dataset: a structure of composition C4H4BrNOS (the ωB97M-V functional and the def2-TZVPD basis).

Cartesian coordinates (Å):
C  0.053  1.529  -0.337
C  0.516  0.883  0.845
C  -0.644  1.053  -1.375
C  -0.028  -0.274  1.328
N  0.447  -2.032  -1.081
O  -1.171  0.805  -2.390
S  1.312  -1.914  0.300
Br  -1.271  -2.720  -1.287
H  0.219  2.587  -0.292
H  1.286  1.417  1.336
H  0.145  -0.723  2.291
H  -0.865  -0.612  0.662

Calculated values
gap between HOMO and LUMO = 0.254 Eh
largest force on an atom = 0.0693 Eh/bohr
HOMO = -8.2 eV
total charge = 0
relative energy (zero: lowest compared OMol25 entry of this formula, charge and spin) = 98.58 kcal per mole

(2)
Entry from the OMol25 dataset: a structure of composition C4H4Cl12 (the ωB97M-V functional and the def2-TZVPD basis).

Cartesian coordinates (Å):
C  7.805  -31.889  -10.729
Cl  6.256  -32.383  -10.030
Cl  8.788  -33.259  -11.471
Cl  8.770  -30.877  -9.641
H  7.480  -31.272  -11.567
C  15.208  -32.812  -20.106
Cl  16.479  -33.436  -21.259
Cl  15.604  -33.357  -18.460
Cl  13.526  -33.198  -20.566
H  15.301  -31.726  -20.127
C  14.013  -26.611  -14.599
Cl  14.886  -27.934  -15.277
Cl  15.180  -25.299  -14.543
Cl  13.392  -26.978  -13.026
H  13.258  -26.299  -15.321
C  9.441  -28.931  -18.537
Cl  9.702  -29.530  -16.927
Cl  9.031  -27.227  -18.580
Cl  8.299  -29.938  -19.418
H  10.335  -29.069  -19.145

Calculated values
gap between HOMO and LUMO = 0.411 Eh
largest force on an atom = 0.0308 Eh/bohr
HOMO = -11.0 eV
total charge = 0
relative energy (zero: lowest compared OMol25 entry of this formula, charge and spin) = 17.38 kcal per mole

(3)
Entry from the OMol25 dataset: an isolated molecule of C4H4Cl2FN (the ωB97M-V functional and the def2-TZVPD basis).

Cartesian coordinates (Å):
C  0.237  1.095  -1.108
C  0.389  -0.031  -0.095
C  -0.498  -1.257  -0.366
C  -1.879  -1.014  -0.134
H  0.186  0.692  -2.185
H  1.055  1.797  -1.008
H  -0.111  -2.019  0.281
H  -0.408  -1.607  -1.388
N  -3.014  -0.768  0.096
F  -0.972  1.653  -0.826
Cl  0.200  0.576  1.536
Cl  2.131  -0.642  -0.284

Calculated values
gap between HOMO and LUMO = 0.441 Eh
largest force on an atom = 0.1118 Eh/bohr
HOMO = -11.5 eV
total charge = 0
relative energy (zero: lowest compared OMol25 entry of this formula, charge and spin) = 0.00 kcal per mole
SMILES = N#CCC(Cl)(Cl)CF

(4)
Entry from the OMol25 dataset: an isolated molecule of C4H4Cl2O2 (the ωB97M-V functional and the def2-TZVPD basis).

Cartesian coordinates (Å):
C  0.911  0.055  -0.146
C  -0.136  0.117  0.969
C  -1.376  -0.690  0.722
C  0.339  0.474  -1.583
H  -0.488  1.137  1.149
H  0.369  -0.202  1.890
H  -2.048  -0.812  1.581
H  -0.365  1.321  -1.640
O  -1.629  -1.034  -0.395
O  0.638  -0.182  -2.540
Cl  2.141  1.350  0.140
Cl  1.644  -1.534  -0.147

Calculated values
gap between HOMO and LUMO = 0.399 Eh
largest force on an atom = 0.0425 Eh/bohr
HOMO = -10.3 eV
total charge = 0
relative energy (zero: lowest compared OMol25 entry of this formula, charge and spin) = 13.98 kcal per mole
SMILES = O=CCC(Cl)(Cl)C=O

(5)
Entry from the OMol25 dataset: a structure of composition C4H4Cl4 (the ωB97M-V functional and the def2-TZVPD basis).

Cartesian coordinates (Å):
C  -0.891  -0.266  0.957
C  -1.065  -0.236  -0.357
C  -0.666  -1.450  1.790
C  -2.734  -1.746  -3.127
Cl  -0.782  1.227  1.844
Cl  -0.952  -1.562  -1.528
Cl  -2.828  -0.242  -3.926
Cl  -4.039  -2.079  -2.135
H  -1.458  -1.419  2.416
H  0.204  -1.446  2.377
H  -0.621  -2.275  1.067
H  -1.182  0.643  -0.785

Calculated values
gap between HOMO and LUMO = 0.303 Eh
largest force on an atom = 0.0893 Eh/bohr
HOMO = -8.7 eV
total charge = 0
relative energy (zero: lowest compared OMol25 entry of this formula, charge and spin) = 85.45 kcal per mole

(6)
Entry from the OMol25 dataset: an isolated molecule of C4H4ClF (the ωB97M-V functional and the def2-TZVPD basis).

Cartesian coordinates (Å):
C  -0.982  0.162  0.862
C  0.319  0.686  0.133
C  1.067  -0.251  -0.692
C  1.246  -1.118  -1.499
H  -1.356  1.043  1.357
H  -0.718  -0.612  1.549
H  -0.008  1.446  -0.487
H  1.452  -2.020  -2.211
F  1.153  1.241  1.075
Cl  -2.174  -0.578  -0.086

Calculated values
gap between HOMO and LUMO = 0.418 Eh
largest force on an atom = 0.0690 Eh/bohr
HOMO = -10.4 eV
total charge = 0
relative energy (zero: lowest compared OMol25 entry of this formula, charge and spin) = 31.34 kcal per mole
SMILES = C#C[C@H](F)CCl